[1]
This record from OMol25 describes a cluster of 2 separate species, C5H11NO in total in a non-equilibrium geometry. The level of theory is the ωB97M-V functional and the def2-TZVPD basis.

```
! wB97M-V def2-TZVPD RIJCOSX def2/J DEFGRID3
* xyz 0 1
C 0.81 -2.02 0.48
C -0.44 -1.46 -0.14
O -0.10 -0.81 -1.36
N -1.61 -1.94 -0.11
H -0.90 -0.84 -1.92
H -1.77 -2.59 0.65
H 0.57 -2.75 1.25
H 1.43 -2.50 -0.29
H 1.38 -1.18 0.88
C 1.16 2.08 0.33
C -0.16 1.41 0.25
C -1.20 1.75 -0.49
H -0.38 0.54 1.04
H 2.01 1.40 0.26
H 1.28 2.78 -0.49
H 1.35 2.63 1.25
H -1.28 1.55 -1.55
H -2.16 1.97 -0.05
*
```

* ΔE to the lowest compared entry with this formula, charge and spin: 102.73 kcal/mol
* LUMO energy: 0.0227 Eh
* SMILES string: [H]/N=C(\C)O.C=CC
* energy: -8897.24270 eV

---

[2]
This record from OMol25 describes an isolated molecule of C5H11NO in a non-equilibrium geometry. The level of theory is the ωB97M-V functional and the def2-TZVPD basis.

```
! wB97M-V def2-TZVPD RIJCOSX def2/J DEFGRID3
* xyz 0 1
C 1.09 1.11 0.60
C 0.87 -0.42 0.32
C 1.74 -1.22 -0.32
C -0.49 -0.88 0.60
C -1.65 -0.74 -0.30
H 0.39 1.31 -1.36
H 0.52 2.83 -0.48
H 2.20 1.24 0.96
H 0.07 1.13 1.34
H 1.36 -2.17 -0.98
H 2.75 -0.99 -0.68
H -0.70 -0.59 1.65
H -0.43 -1.88 0.58
H -1.41 -0.60 -1.38
H -2.31 -1.55 -0.28
H -1.84 1.16 0.06
N 0.28 1.79 -0.45
O -2.43 0.45 0.11
*
```

* ΔE to the lowest compared entry with this formula, charge and spin: 100.90 kcal/mol
* LUMO energy: 0.0318 Eh
* SMILES string: C=C(CN)CCO
* energy: -8897.32188 eV

---

Ordered HOMO results: -7.716, -9.488; unit eV.
Ordered gap between HOMO and LUMO results: 8.334, 10.352; unit eV.